Entry from OMol25: 5 unconnected molecules or ions with the total composition C48H43N3O19 (ωB97M-V/def2-TZVPD).

Multiplicity: 1
Charge: 0
Structure (SMILES): [H]/N=C(/C)CC1=CC(=O)c2ccc(CCCCn3cccc3)c(CCC(N)=O)c2C1=O.O=C1C=C(O)C(=O)C=C1O.O=C1C=C(O)C(=O)C=C1O.O=C1C=C(O)C(=O)C=C1O.O=C1C=C(O)C(=O)C=C1O

Positions of all 113 atoms, in Å:
O1 0.019 1.979 2.958
O2 -5.949 -10.274 3.759
O3 9.612 -0.968 -3.251
O4 7.274 0.385 -2.762
O5 2.831 7.928 -4.308
O6 3.221 3.218 -4.164
O7 12.319 2.400 -1.330
O8 -3.851 -9.173 5.144
O9 5.962 3.262 -4.309
O10 -5.394 -6.715 0.696
O11 2.183 -2.832 6.416
O12 0.577 2.328 7.953
O13 9.975 3.711 -0.763
O14 -3.239 -5.665 2.032
O15 -0.083 3.415 -2.268
O16 -5.322 4.316 -1.765
O17 0.536 0.183 9.665
O18 2.309 -0.669 4.731
O19 5.566 7.969 -4.544
N1 -5.995 -2.963 0.329
N2 -3.029 5.088 -1.283
N3 1.348 -0.524 -3.224
C1 -7.270 -3.243 1.117
C2 9.716 0.118 -2.691
C3 1.291 1.329 0.711
C4 5.228 4.435 -4.327
C5 8.571 2.086 -1.754
C6 -2.832 0.760 1.655
C7 -4.030 4.336 -2.150
C8 11.020 0.684 -2.311
C9 -5.041 -7.305 1.711
C10 0.995 1.077 7.538
C11 1.235 1.710 -0.757
C12 -4.182 -8.602 4.111
C13 -5.718 -8.521 2.188
C14 -1.508 1.382 0.871
C15 1.791 -1.575 6.839
C16 1.441 0.877 6.296
C17 5.830 5.622 -4.425
C18 -5.387 -0.678 -2.645
C19 1.881 -0.457 5.861
C20 3.563 6.755 -4.319
C21 -3.887 -6.794 2.500
C22 2.335 -0.126 -2.313
C23 -4.197 0.554 0.722
C24 -0.054 1.596 1.669
C25 9.874 2.641 -1.352
C26 -6.110 -2.793 -1.171
C27 -1.567 1.811 -0.745
C28 2.961 5.568 -4.224
C29 -2.932 2.057 -3.272
C30 2.454 1.470 -1.829
C31 -4.814 -2.932 1.275
C32 -0.146 2.422 -1.378
C33 -4.231 0.945 -0.891
C34 3.746 4.323 -4.234
C35 -2.922 1.615 -1.686
C36 -5.264 -3.184 2.846
C37 -3.490 -7.400 3.620
C38 0.932 -0.035 8.525
C39 -6.919 -3.374 2.724
C40 -3.589 3.568 -3.530
C41 -4.839 -2.008 -1.859
C42 3.311 -1.323 -1.744
C43 5.043 6.864 -4.440
C44 -5.630 0.638 -1.689
C45 11.097 1.861 -1.688
C46 1.349 -1.375 8.082
C47 8.494 0.910 -2.380
C48 -5.319 -9.130 3.306
H1 3.521 1.754 -1.442
H2 -5.816 1.565 -2.411
H3 -2.942 4.543 -0.396
H4 -6.167 -3.886 -1.640
H5 -6.442 -0.919 -3.149
H6 -4.422 -2.744 -2.702
H7 -6.545 -8.892 1.595
H8 7.691 2.672 -1.519
H9 -2.818 0.477 2.795
H10 4.461 -1.130 -1.907
H11 12.110 3.254 -0.893
H12 -3.697 -2.722 0.970
H13 2.215 2.097 -2.816
H14 2.279 0.842 1.112
H15 0.773 0.326 -3.484
H16 0.303 2.214 8.889
H17 -4.588 3.440 -4.171
H18 7.483 -0.472 -3.194
H19 -7.083 -2.233 -1.524
H20 11.901 0.105 -2.559
H21 1.494 1.678 5.569
H22 -3.938 -1.820 -1.132
H23 3.493 8.649 -4.390
H24 3.082 -2.354 -2.301
H25 -7.704 -3.563 3.585
H26 -4.650 -0.488 -3.547
H27 -5.479 -10.522 4.585
H28 -4.612 -3.219 3.826
H29 2.463 -2.717 5.481
H30 -2.870 4.218 -4.227
H31 1.886 5.473 -4.138
H32 -3.714 -5.414 1.210
H33 6.906 5.717 -4.495
H34 -2.654 -7.038 4.205
H35 3.110 -1.530 -0.595
H36 -3.530 1.333 -3.975
H37 -3.409 6.049 -1.030
H38 -6.564 0.494 -0.991
H39 -5.133 0.085 1.290
H40 1.281 -2.178 8.805
H41 -8.305 -3.334 0.559
H42 -1.821 2.080 -3.689
H43 5.300 2.541 -4.233

These are the Löwdin partial charges, in e, on atoms 1 to 2: -0.054 0.077


Entry from OMol25: a molecular structure, C20H50O22P4Pb (ωB97M-V/def2-TZVPD).

Multiplicity: 1
Charge: 0

Positions of all 97 atoms, in Å:
Pb1 20.625 -8.514 -35.348
P1 14.606 -13.569 -36.621
P2 19.458 -13.438 -41.414
P3 13.291 -6.744 -36.136
P4 20.235 -5.792 -38.210
O1 18.025 -14.058 -41.733
O2 15.728 -10.185 -44.603
O3 20.096 -13.995 -40.196
O4 14.297 -6.332 -37.339
O5 12.733 -8.076 -36.328
O6 19.581 -9.455 -37.470
O7 20.460 -6.539 -36.990
O8 15.753 -12.794 -35.740
O9 18.713 -5.715 -38.714
O10 20.260 -13.726 -42.720
O11 14.238 -6.604 -34.863
O12 15.269 -13.500 -38.095
O13 14.683 -15.080 -36.214
O14 13.194 -13.107 -36.529
O15 20.686 -4.201 -38.156
O16 15.614 -8.049 -43.651
O17 18.138 -8.691 -35.985
O18 12.286 -5.509 -35.982
O19 13.801 -10.216 -38.192
O20 21.092 -6.305 -39.502
O21 19.246 -11.817 -41.424
O22 12.709 -11.311 -39.715
C1 18.784 -11.156 -40.258
C2 18.412 -9.175 -37.139
C3 20.627 -7.432 -40.222
C4 16.017 -9.316 -43.766
C5 13.948 -6.539 -38.692
C6 14.811 -7.459 -44.635
C7 13.322 -7.500 -44.358
C8 16.333 -11.573 -36.136
C9 15.352 -7.437 -34.882
C10 13.731 -10.770 -39.330
C11 20.549 -3.366 -39.307
C12 10.949 -5.690 -35.587
C13 17.007 -9.747 -42.728
C14 21.528 -13.181 -42.994
C15 17.355 -13.804 -42.975
C16 13.712 -15.610 -35.330
C17 17.622 -5.644 -37.751
C18 17.366 -9.094 -38.220
C19 16.400 -14.208 -38.501
C20 14.892 -10.677 -40.366
H1 14.751 -9.829 -41.037
H2 17.593 -8.667 -39.195
H3 21.342 -12.557 -43.868
H4 17.989 -9.508 -43.137
H5 10.647 -6.736 -35.536
H6 14.058 -5.580 -39.200
H7 22.251 -13.981 -43.143
H8 14.556 -7.293 -39.191
H9 17.106 -10.135 -38.425
H10 18.677 -11.686 -39.311
H11 10.594 -5.300 -34.632
H12 21.888 -12.483 -42.238
H13 16.886 -9.274 -41.751
H14 13.091 -16.379 -35.791
H15 21.416 -8.175 -40.345
H16 13.179 -7.213 -43.317
H17 14.871 -11.656 -40.846
H18 15.157 -6.425 -44.624
H19 19.922 -8.020 -39.634
H20 16.436 -8.727 -37.786
H21 16.935 -10.771 -42.363
H22 12.806 -6.786 -44.998
H23 17.932 -13.261 -43.723
H24 12.888 -14.953 -35.046
H25 16.316 -6.927 -34.967
H26 16.927 -14.396 -37.564
H27 15.052 -7.898 -45.604
H28 15.437 -8.208 -35.647
H29 17.065 -14.701 -43.525
H30 14.182 -15.919 -34.397
H31 17.751 -6.200 -36.822
H32 17.154 -11.791 -36.822
H33 17.342 -4.656 -37.383
H34 21.521 -3.019 -39.655
H35 20.240 -7.132 -41.195
H36 17.832 -10.668 -40.467
H37 16.676 -10.952 -35.309
H38 17.023 -13.608 -39.166
H39 15.882 -10.538 -39.927
H40 20.033 -3.937 -40.078
H41 16.148 -15.098 -39.078
H42 15.552 -7.885 -33.907
H43 16.776 -6.024 -38.319
H44 19.401 -10.299 -39.982
H45 13.016 -8.519 -44.596
H46 12.908 -6.842 -38.822
H47 10.380 -5.131 -36.331
H48 19.935 -2.520 -39.000
H49 15.545 -11.012 -36.645
H50 16.381 -13.323 -42.885

These are the Löwdin partial charges, in e, on atoms 1 to 2: 1.672 0.456


Number 1: E_tot -93820.0065 eV. Number 2: E_tot -109003.4603 eV.